Record 1
{"formula": "C6H28O8", "method": "wB97M-V/def2-TZVPD", "energy_ev": -23056.544, "smiles": "CC(C)O.CC(C)O.O.O.O.O.O.O", "e_above_lowest_kj_mol": 98.7, "species": ["C", "C", "C", "O", "H", "H", "H", "H", "H", "H", "H", "H", "C", "C", "C", "O", "H", "H", "H", "H", "H", "H", "H", "H", "O", "H", "H", "O", "H", "H", "O", "H", "H", "O", "H", "H", "O", "H", "H", "O", "H", "H"], "xyz": [[-16.681, -27.591, -29.074], [-17.665, -27.522, -30.228], [-18.243, -26.152, -30.456], [-17.126, -27.960, -31.458], [-16.271, -28.591, -28.939], [-17.251, -27.300, -28.192], [-15.876, -26.881, -29.267], [-18.522, -28.154, -29.964], [-17.562, -25.470, -30.965], [-18.628, -25.708, -29.536], [-19.131, -26.261, -31.080], [-17.796, -27.943, -32.162], [-16.950, -32.872, -30.452], [-17.633, -31.590, -30.878], [-18.860, -31.437, -29.998], [-16.707, -30.498, -30.713], [-16.364, -32.756, -29.541], [-16.243, -33.278, -31.182], [-17.663, -33.698, -30.427], [-17.847, -31.719, -31.941], [-19.608, -32.161, -30.327], [-19.360, -30.498, -30.256], [-18.730, -31.542, -28.923], [-17.203, -29.666, -30.814], [-17.035, -26.695, -34.757], [-17.567, -27.151, -35.415], [-17.533, -26.785, -33.940], [-15.842, -29.874, -33.459], [-16.395, -29.180, -33.829], [-16.050, -29.880, -32.512], [-18.966, -29.862, -35.162], [-19.806, -30.008, -35.608], [-18.338, -30.416, -35.636], [-13.205, -30.681, -32.291], [-13.815, -31.142, -31.709], [-13.751, -30.390, -33.028], [-19.277, -27.997, -33.082], [-19.336, -28.697, -33.749], [-20.162, -27.626, -33.031], [-14.407, -26.855, -32.301], [-13.740, -27.520, -32.493], [-15.242, -27.330, -32.348]], "mulliken_charge": [-1.455, 0.904, -1.442, 0.085, 0.306, 0.428, 0.335, -0.013, 0.309, 0.434, 0.245, 0.049, -1.622, 0.907, -1.396, -0.622, 0.356, 0.387, 0.410, 0.106, 0.461, 0.341, 0.295, 0.184, -0.604, 0.304, 0.346, -0.685, 0.296, 0.419, -0.580, 0.246, 0.292, -0.640, 0.300, 0.326, -0.500, 0.248, 0.244, -0.666, 0.315, 0.348]}

Record 2
{"formula": "C2H9N2O", "method": "wB97M-V/def2-TZVPD", "total_charge": 1, "energy_ev": -7240.387, "e_above_lowest_kj_mol": 190.0, "species": ["C", "C", "N", "N", "H", "H", "H", "H", "H", "H", "H", "H", "H", "O"], "xyz": [[0.327, 0.009, 0.765], [-0.699, -0.845, 0.483], [-1.016, -1.951, 1.180], [0.229, 1.419, 0.318], [1.275, -0.383, 1.122], [-1.470, -0.498, -0.226], [-1.881, -2.362, 0.881], [-0.503, -2.216, 2.001], [0.165, 1.400, -0.726], [1.070, 1.870, 0.668], [-0.639, 1.842, 0.643], [0.988, -0.219, -2.312], [1.467, 1.236, -2.467], [0.687, 0.698, -2.331]], "mulliken_charge": [-0.642, 0.070, -0.385, -0.210, 0.322, 0.296, 0.242, 0.229, 0.354, 0.348, 0.386, 0.355, 0.346, -0.710]}

Record 3
{"formula": "C6H12O", "method": "wB97M-V/def2-TZVPD", "energy_ev": -8461.819, "e_above_lowest_kj_mol": 244.5, "species": ["C", "C", "C", "C", "C", "C", "O", "H", "H", "H", "H", "H", "H", "H", "H", "H", "H", "H", "H"], "xyz": [[0.729, 1.540, 2.033], [0.891, 0.639, 0.807], [-0.349, 0.089, -0.142], [0.149, -0.509, -1.468], [-1.012, -1.219, -2.165], [-0.526, -0.741, 1.031], [-1.241, -0.473, 1.988], [1.549, 1.397, 2.751], [0.790, 2.576, 1.680], [-0.219, 1.381, 2.562], [0.819, 1.259, -0.066], [1.807, 0.051, 0.722], [-1.112, 0.873, -0.260], [0.941, -1.234, -1.241], [0.605, 0.216, -2.169], [-0.681, -1.757, -3.059], [-1.788, -0.509, -2.470], [-1.469, -1.939, -1.480], [0.114, -1.641, 0.945]], "mulliken_charge": [-1.101, -0.559, -0.014, -0.458, -1.206, -0.015, -0.659, 0.303, 0.306, 0.328, 0.207, 0.462, 0.432, 0.298, 0.351, 0.373, 0.318, 0.311, 0.323]}

Record 4
{"formula": "C20H15N6Pt", "method": "wB97M-V/def2-TZVPD", "total_charge": 1, "energy_ev": -33166.824, "e_above_lowest_kj_mol": 47.2, "species": ["Pt", "C", "C", "C", "C", "N", "C", "N", "C", "N", "C", "N", "C", "C", "C", "C", "C", "N", "C", "C", "C", "C", "C", "C", "H", "H", "H", "H", "H", "H", "H", "H", "H", "H", "H", "H", "C", "C", "N", "H", "H", "H"], "xyz": [[0.148, -0.073, -0.887], [-1.491, 3.326, -2.882], [-1.987, 4.164, -1.873], [-1.935, 3.726, -0.585], [-1.343, 2.476, -0.260], [-0.802, 1.697, -1.257], [-0.952, 2.121, -2.526], [-1.365, 2.143, 1.010], [-0.965, 1.051, 1.608], [-0.405, -0.031, 0.965], [-0.054, -0.954, 1.925], [0.555, -2.085, 1.679], [0.965, -2.602, 0.545], [1.532, -3.903, 0.623], [1.970, -4.546, -0.493], [1.798, -3.917, -1.735], [1.226, -2.676, -1.767], [0.866, -1.974, -0.676], [-0.440, -0.476, 3.216], [-0.315, -1.013, 4.493], [-0.782, -0.254, 5.546], [-1.355, 1.008, 5.347], [-1.482, 1.555, 4.086], [-1.019, 0.799, 3.014], [-1.538, 3.602, -3.919], [-2.412, 5.120, -2.123], [-2.333, 4.292, 0.239], [-0.646, 1.441, -3.308], [1.588, -4.338, 1.607], [2.422, -5.521, -0.438], [2.090, -4.392, -2.653], [1.016, -2.228, -2.728], [0.140, -1.980, 4.639], [-0.687, -0.633, 6.552], [-1.690, 1.574, 6.202], [-1.911, 2.532, 3.924], [2.152, 0.195, -4.942], [1.523, 0.109, -3.673], [0.970, 0.018, -2.666], [2.977, -0.517, -4.997], [2.539, 1.202, -5.101], [1.432, -0.038, -5.729]], "mulliken_charge": [0.716, -0.739, -0.401, -0.482, 0.566, -0.421, -0.032, -0.513, 0.143, -0.315, 0.133, -0.511, 0.572, -0.483, -0.403, -0.728, -0.051, -0.420, 0.293, -0.268, -0.590, -0.587, -0.270, 0.273, 0.403, 0.436, 0.462, 0.432, 0.461, 0.436, 0.402, 0.433, 0.547, 0.408, 0.409, 0.545, -1.160, 0.989, -0.724, 0.353, 0.367, 0.317]}